Entry 1:
13
Properties=species:S:1:pos:R:3 method="wB97M-V/def2-TZVPD" e_above_lowest_kcal_mol=112.5 homo_ev=-8.22 charge=0 gap_ev=9.22
C -1.1817 -0.6996 0.1420
O -0.0938 -1.4504 -0.3267
C 1.0580 -0.7468 0.0694
C 0.7696 0.7515 -0.1060
N -0.4079 1.1308 -1.3842
C -0.8647 0.7713 -0.1921
H -1.3036 -0.8086 1.2332
H -2.0911 -1.0347 -0.3616
H 1.2884 -0.9449 1.1273
H 1.8933 -1.0828 -0.5468
H 0.9234 1.3989 0.7656
H 1.3232 1.2136 -0.9309
H -1.3133 1.5018 0.5106

Entry 2:
9
Properties=species:S:1:pos:R:3 method="wB97M-V/def2-TZVPD" s2=2.01 e_above_lowest_kcal_mol=10.7 homo_ev="-13.12 / -16.34" charge=+1 multiplicity=3 gap_ev="8.54 / 8.32"
C -0.6970 -0.0838 0.1706
N 0.5458 0.6336 0.0950
N -0.8938 -1.3449 -0.1135
O 2.0935 0.7901 -0.1299
H -1.5611 0.3976 0.6208
H 0.1233 1.5983 0.2573
H -0.0817 -1.7695 -0.3551
H -1.7162 -1.9288 -0.0237
H 2.1872 1.7075 -0.5214

Entry 3:
14
Properties=species:S:1:pos:R:3 method="wB97M-V/def2-TZVPD" e_above_lowest_kcal_mol=32.3 homo_ev=-9.61 charge=0 gap_ev=10.41
H 0.9770 -2.0167 0.1314
N 0.3651 -1.2670 -0.1786
C 0.4587 -0.2455 0.5646
C 1.2796 -0.0472 1.8093
O -0.2598 0.8669 0.2885
C -1.2771 0.7309 -0.6975
C -0.8338 0.1356 -2.0251
O -1.6225 -0.4047 -2.7597
H 0.6169 -0.0269 2.6808
H 2.0067 -0.8523 1.9358
H 1.8011 0.9124 1.7701
H -2.1173 0.1388 -0.3194
H -1.6139 1.7568 -0.8842
H 0.2192 0.3190 -2.3159

Entry 4:
38
Properties=species:S:1:pos:R:3 method="wB97M-V/def2-TZVPD" e_above_lowest_kcal_mol=86.1 smiles="Cc1cc(-c2nnc(SCC(=O)c3ccc4c(c3)OCCO4)o2)no1" homo_ev=-8.43 charge=0 gap_ev=8.66
C -5.3921 -1.4794 -0.8441
C -4.0315 -1.3392 -0.2761
C -2.8424 -1.9441 -0.5682
C -1.9333 -1.3465 0.3426
C -0.5228 -1.5909 0.4252
N 0.1618 -2.3994 -0.3276
N 1.4480 -2.2765 0.0184
C 1.4928 -1.3883 0.9658
S 2.8836 -0.7211 1.7396
C 3.9945 -0.6402 0.2955
C 3.3746 -0.2002 -1.0313
O 3.9248 -0.5293 -2.0530
C 2.1034 0.5483 -1.0038
C 1.1517 0.2161 -1.9718
C -0.1201 0.7403 -1.9048
C -0.4601 1.6344 -0.8943
C 0.5240 2.0587 0.0118
C 1.7923 1.5015 -0.0380
O 0.2730 3.0049 0.9640
C -0.9517 3.6817 0.7826
C -2.0541 2.6903 0.4196
O -1.7502 2.0651 -0.8134
O 0.2730 -0.9184 1.2870
N -2.5489 -0.4657 1.1001
O -3.8409 -0.4607 0.7232
H -5.6921 -0.5499 -1.3258
H -6.1078 -1.6925 -0.0523
H -5.4056 -2.2828 -1.5736
H -2.6162 -2.6876 -1.3000
H 4.7757 0.0673 0.5809
H 4.4499 -1.6192 0.1423
H 1.4130 -0.5022 -2.7324
H -0.8816 0.4531 -2.6121
H 2.5188 1.8380 0.6841
H -1.1669 4.1879 1.7244
H -0.8507 4.4240 -0.0217
H -3.0129 3.1912 0.2815
H -2.1382 1.9267 1.2041

Entry 5:
22
Properties=species:S:1:pos:R:3 method="wB97M-V/def2-TZVPD" e_above_lowest_kcal_mol=31.1 smiles=CCCNC.O.O homo_ev=-9.02 charge=0 gap_ev=9.60
C -1.3822 0.0543 -1.2958
C -1.4608 0.0186 0.1989
C -0.1414 -0.4385 0.8439
N 1.0273 0.4322 0.7251
C 1.6849 0.7363 1.9788
H -0.7646 -0.7485 -1.7429
H -2.3046 -0.2412 -1.8075
H -0.8987 0.9248 -1.7318
H -1.8778 0.9461 0.5987
H -2.1611 -0.7493 0.5489
H -0.3419 -0.7476 1.8803
H 0.0509 -1.4434 0.4396
H 1.6503 0.0722 0.0096
H 0.9497 0.8313 2.7779
H 2.4169 0.0113 2.3587
H 2.1594 1.7230 1.9238
O 0.1299 2.9395 -0.5716
H 0.9302 3.4773 -0.6269
H 0.3656 2.1482 -0.0193
O -0.1464 -2.9370 -2.0756
H 0.1785 -3.6176 -1.4925
H -0.0642 -3.3921 -2.9202

Entry 6:
19
Properties=species:S:1:pos:R:3 method="wB97M-V/def2-TZVPD" e_above_lowest_kcal_mol=10.4 smiles="CC[C@@H](N)C(=O)O.O" homo_ev=-9.67 charge=0 gap_ev=10.32
C -1.1744 -1.2662 -1.9767
C -0.6529 -0.9972 -0.5708
C -0.5710 0.5075 -0.2527
N -1.8170 1.2513 -0.3183
C -0.0175 0.6422 1.1420
O -0.6574 0.7429 2.1478
O 1.3416 0.5644 1.1597
H -0.5795 -0.7128 -2.7049
H -2.2125 -0.9477 -2.0808
H -1.1288 -2.3224 -2.2332
H 0.3410 -1.4290 -0.4437
H -1.3051 -1.4820 0.1602
H 0.1157 0.9775 -0.9577
H -2.2480 1.1414 -1.2216
H -2.4666 0.9072 0.3672
H 1.6106 0.6101 2.0895
O 2.9466 -1.0163 -0.7638
H 2.5514 -0.3706 -0.1632
H 3.5087 -0.5033 -1.3221

Entry 7:
14
Properties=species:S:1:pos:R:3 method="wB97M-V/def2-TZVPD" e_above_lowest_kcal_mol=155.6 homo_ev=-8.79 charge=0 gap_ev=9.14
C -2.0976 -0.0996 -0.1308
C 1.8078 0.6704 -0.1911
H -1.8873 -0.1145 -1.3980
H -2.7643 0.9300 0.4140
H -2.5581 -1.2678 0.3299
H -0.4659 0.3095 1.4037
H -0.2234 -1.8542 0.0292
H 0.9955 2.4125 -0.0744
N -0.7060 0.2956 0.2745
N 0.4884 0.1194 -0.4977
N 0.7171 -1.2553 -0.3107
N 2.1006 -1.5075 0.1603
N 2.6980 -0.4907 0.0313
N 1.8952 1.8523 -0.0402

Entry 8:
53
Properties=species:S:1:pos:R:3 method="wB97M-V/def2-TZVPD" e_above_lowest_kcal_mol=0.0 homo_ev=-5.79 charge=-1 gap_ev=8.01
Zn 0.3130 1.7709 -0.6777
F -1.2978 -0.7126 3.6745
C -1.5945 -1.3200 2.5207
F -0.4499 -1.7445 1.9732
F -2.3542 -2.3798 2.7903
S -2.4456 -0.1299 1.3957
O -1.5022 0.9427 1.2854
O -3.7106 0.1185 2.0074
N -2.6225 -0.9933 0.1005
S -1.7598 -0.9388 -1.1986
O -1.5469 -2.2340 -1.7477
O -0.6019 -0.0584 -1.1535
C -2.8990 -0.0838 -2.3665
F -2.3163 0.0341 -3.5578
F -4.0285 -0.7784 -2.5104
F -3.1943 1.1281 -1.9068
F -5.8932 3.0376 2.3176
C -4.7416 3.2460 1.6723
C -3.5564 3.3552 2.3760
F -3.5613 3.2464 3.7098
C -2.3747 3.5669 1.6915
F -1.2578 3.6540 2.4246
C -2.3219 3.6651 0.3088
Se -0.6855 3.9394 -0.6311
C -3.5321 3.5800 -0.3649
F -3.5844 3.7008 -1.6943
C -4.7284 3.3610 0.2960
F -5.8734 3.2508 -0.3877
Br 1.5184 1.5337 5.0229
C 1.7911 0.8440 3.2882
C 2.5813 -0.2750 3.0897
C 2.7396 -0.7450 1.7982
C 2.0965 -0.0889 0.7639
N 1.3371 0.9844 0.9752
C 1.1785 1.4559 2.2105
H 3.0572 -0.7641 3.9285
H 3.3426 -1.6169 1.5904
H 2.1785 -0.4215 -0.2609
H 0.5340 2.3169 2.3277
C 2.3797 2.4967 -4.1248
C 2.4300 1.4397 -3.0119
O 1.7956 1.8460 -1.8964
C 3.9156 1.1888 -2.6616
F 4.0788 0.2620 -1.6985
F 4.4809 2.3220 -2.2121
F 4.6501 0.7833 -3.7227
C 1.8057 0.1314 -3.5555
F 2.4137 -0.3290 -4.6692
F 1.8461 -0.8716 -2.6579
F 0.5212 0.3355 -3.8723
H 2.7967 3.4207 -3.7293
H 1.3350 2.6705 -4.3742
H 2.9260 2.1979 -5.0195

Entry 9:
16
Properties=species:S:1:pos:R:3 method="wB97M-V/def2-TZVPD" e_above_lowest_kcal_mol=99.4 homo_ev=-8.37 charge=0 gap_ev=8.65
C 1.5964 -0.7282 -0.1187
C 0.4210 -0.0473 0.5892
O 0.7858 1.2614 1.0159
C -0.9254 0.2334 -0.1155
C -2.0026 -0.7950 -0.2368
O -1.2425 1.4155 -0.1662
H 1.9306 -0.0882 -0.9345
H 1.3500 -1.7203 -0.5034
H 2.4002 -0.8297 0.6205
H 0.1465 -0.6587 1.4608
H 1.3701 1.6551 -0.1929
H 1.1163 1.6268 -1.4149
H -1.7442 -1.7309 -0.7313
H -2.2426 -1.0237 0.8117
H -2.8887 -0.3387 -0.6809
H -0.0709 1.7685 0.5970

Entry 10:
81
Properties=species:S:1:pos:R:3 method="wB97M-V/def2-TZVPD" s2=8.88 homo_ev="-0.51 / -0.39" charge=-2 multiplicity=6 gap_ev="3.66 / 2.81"
Mn -1.0771 1.0213 -3.0729
Ag 0.3915 0.4808 0.2953
C -1.9042 2.8388 -0.0956
O -0.9657 2.5684 1.0500
O -1.3949 2.0180 -1.1431
C -3.5182 2.7726 0.1728
F -4.2837 2.8076 -1.0262
F -3.9680 1.6510 0.6707
F -3.8457 3.8862 1.0031
C -0.8623 3.5863 1.9814
C -0.0760 3.0070 3.2396
H -0.7788 2.5064 3.9056
H 0.7796 2.3613 3.0421
H 0.2286 3.8762 3.8226
H -1.8479 3.6820 2.4369
H -0.4475 4.5114 1.5809
H -1.7948 3.8502 -0.4869
C -4.7470 -1.4782 -3.0866
C -5.9479 -1.1902 -3.6519
C -6.1938 0.1162 -4.3276
O -7.3967 0.5272 -4.6255
C -5.2621 1.0787 -4.3289
C -3.9458 0.8925 -3.7741
C -3.5992 -0.5339 -3.1319
O -2.4547 -0.6282 -2.5677
O -2.9638 1.6067 -3.7362
O -6.7719 -2.1546 -3.7163
H -4.4223 -2.3775 -2.5844
H -5.4308 1.9847 -4.8919
C 1.3968 -1.3223 -5.4555
C 2.4240 -2.1220 -5.0962
C 2.8393 -2.3401 -3.6428
O 3.7071 -3.2665 -3.3714
C 2.1944 -1.6398 -2.6459
C 1.1315 -0.6792 -2.9585
C 0.5289 -0.7725 -4.4423
O -0.6224 -0.2743 -4.6031
O 0.6742 0.2063 -2.2337
O 3.0705 -2.6178 -6.0907
H 1.1205 -1.1384 -6.4832
H 2.5036 -1.6944 -1.6126
C 3.2342 -1.0352 1.6649
C 2.1913 -1.8716 2.4573
C 2.3457 -1.1429 3.8349
C 1.2306 -1.4425 4.8587
C -0.1552 -1.1605 4.2108
C -0.3580 -1.9188 2.7633
N 0.8509 -1.6411 1.9088
O 0.7624 -2.0577 0.5726
C -0.6727 -3.4302 2.9855
C -1.5920 -1.2941 2.0486
C 2.5689 -3.3607 2.5715
H 3.8312 -1.7454 1.0928
H 3.9783 -0.4672 2.2233
H 2.8224 -0.2339 1.0514
H 3.2789 -1.3885 4.3416
H 2.1654 -0.0717 3.7442
H 1.3868 -0.6566 5.5976
H 1.4142 -2.3895 5.3664
H -0.3350 -0.0874 4.1448
H -0.8836 -1.5318 4.9318
H -0.4685 -4.0524 2.1142
H -0.1533 -3.8536 3.8452
H -1.7019 -3.7578 3.1323
H -2.5496 -1.4326 2.5505
H -1.4488 -0.2181 1.9489
H -1.9484 -1.6526 1.0829
H 2.0984 -3.6931 3.4969
H 3.5865 -3.4169 2.9579
H 2.2052 -3.9949 1.7630
H 0.7768 -3.0163 0.6236
C 3.3237 2.4951 -2.1829
C 3.1449 2.7539 -0.7563
O 2.1912 2.1046 -0.2058
C 3.9871 3.7048 -0.0413
H 3.8426 1.5511 -2.3497
H 3.8568 3.2549 -2.7545
H 2.3134 2.4070 -2.5824
H 4.7658 4.2232 -0.6007
H 4.2664 3.3748 0.9593
H 3.3793 4.5381 0.3112

Entry 11:
15
Properties=species:S:1:pos:R:3 method="wB97M-V/def2-TZVPD" e_above_lowest_kcal_mol=61.5 homo_ev="-3.65 / -3.65" charge=-1 gap_ev="6.33 / 6.30"
C 0.8841 1.5264 0.2440
C 0.8204 0.1928 -0.2603
C 2.9784 1.9495 -0.6122
C -0.4616 -0.5762 -0.0061
N 1.9317 2.2530 -0.0058
N 1.8322 -0.2168 -0.9439
N 4.0914 2.5057 -1.0606
O 4.3211 3.6297 -0.5400
O 4.8462 1.9590 -1.8721
O -0.3238 -1.9672 -0.0323
S 2.1848 -1.6340 -1.6313
H 0.0843 1.9605 0.8181
H -0.8612 -0.3076 0.9815
H -1.2022 -0.2521 -0.7662
H 0.4337 -2.1639 -0.6301

Entry 12:
17
Properties=species:S:1:pos:R:3 method="wB97M-V/def2-TZVPD" e_above_lowest_kcal_mol=85.6 homo_ev=-7.95 charge=0 gap_ev=9.03
C 0.7362 -1.3341 0.1481
C 1.0528 -0.0545 0.3682
C 2.0893 0.9920 0.1611
C -1.7681 -1.5669 0.5339
C -0.7806 1.2369 -0.8212
N -0.6312 -0.9738 -0.0290
N -0.3384 0.4143 0.2900
H 1.3566 -2.1744 0.1232
H 2.3868 1.2637 -0.8182
H 1.6293 1.9328 0.5714
H 3.0256 0.7196 0.7363
H -1.7732 -2.6073 0.1878
H -1.8181 -1.4949 1.6487
H -2.6596 -0.8759 0.1523
H -0.3288 0.7907 -1.7857
H -1.8938 1.4590 -0.8227
H -0.2848 2.2729 -0.6443

Entry 13:
52
Properties=species:S:1:pos:R:3 method="wB97M-V/def2-TZVPD" smiles="COc1cccc(OCc2cc(/C=N/NC(=O)c3nc(Cl)c(Cl)c(N)c3Cl)ccc2OC)c1" homo_ev=-7.95 charge=0 gap_ev=7.87
C 10.2669 0.1249 -0.5040
O 9.0433 -0.1027 0.1494
C 8.0118 -0.6400 -0.5714
C 8.0585 -0.9354 -1.9261
C 6.9347 -1.4758 -2.5344
C 5.7781 -1.7029 -1.8233
C 5.7240 -1.3987 -0.4595
O 4.5505 -1.7030 0.1596
C 4.1606 -1.0465 1.3563
C 3.4224 0.2362 1.0470
C 2.0621 0.2115 0.8287
C 1.3558 1.3689 0.4852
C -0.0722 1.3341 0.2799
N -0.7409 0.2634 0.4448
N -2.0645 0.2860 0.2508
C -2.8463 -0.8133 0.4288
O -2.4444 -1.9022 0.7657
C -4.2925 -0.4975 0.1530
N -4.5582 0.7654 -0.1962
C -5.7942 1.1251 -0.4507
Cl -6.0325 2.7656 -0.8899
C -6.8730 0.2545 -0.3780
Cl -8.4814 0.7796 -0.7221
C -6.6428 -1.0823 -0.0156
N -7.6384 -1.9753 0.0743
C -5.3001 -1.4447 0.2534
Cl -4.9929 -3.0787 0.6991
C 2.0611 2.5625 0.3513
C 3.4242 2.6060 0.5669
C 4.1202 1.4527 0.9197
O 5.4513 1.4137 1.1733
C 6.2349 2.5595 0.9464
C 6.8514 -0.8855 0.1606
H 10.6860 -0.8018 -0.9090
H 10.1633 0.8583 -1.3109
H 10.9393 0.5206 0.2560
H 8.9452 -0.7563 -2.5124
H 6.9690 -1.7115 -3.5878
H 4.9007 -2.1160 -2.2939
H 5.0130 -0.8511 2.0104
H 3.4805 -1.7473 1.8481
H 1.5136 -0.7127 0.9168
H -0.5585 2.2740 -0.0159
H -2.5422 1.1479 -0.0315
H -8.5813 -1.6913 -0.1242
H -7.4145 -2.9202 0.3359
H 1.5388 3.4692 0.0810
H 3.9422 3.5464 0.4623
H 6.1414 2.9096 -0.0860
H 7.2625 2.2470 1.1270
H 5.9733 3.3702 1.6344
H 6.8764 -0.6493 1.2107

Entry 14:
81
Properties=species:S:1:pos:R:3 method="wB97M-V/def2-TZVPD" e_above_lowest_kcal_mol=13.6 homo_ev=-1.18 charge=-2 gap_ev=4.32
Cs 0.7793 0.4978 -0.2842
O 1.0511 -2.7331 1.1645
C 1.8913 -2.2133 0.3879
N 1.7996 -2.1812 -0.9067
C 2.9082 -1.9316 -1.6829
C 4.0845 -2.6300 -1.4111
C 5.2283 -2.5002 -2.1774
C 5.1982 -1.6700 -3.2820
C 4.0381 -0.9876 -3.5981
C 2.8754 -1.0782 -2.8232
N 1.7960 -0.2668 -3.0295
C 1.4775 0.2584 -4.1944
O 1.8138 -0.0465 -5.3551
C 0.5873 1.4677 -4.0040
C 0.7348 2.5423 -4.8916
C 0.0343 3.7080 -4.6605
C -0.8002 3.7734 -3.5518
C -0.9038 2.6487 -2.7474
N -0.2437 1.5281 -2.9681
C 3.0703 -1.5256 1.0561
C 3.6601 -2.1027 2.1841
C 4.7185 -1.4611 2.7947
C 5.1288 -0.2348 2.2930
C 4.4529 0.2736 1.1947
N 3.4630 -0.3470 0.5869
H 4.0738 -3.3120 -0.5695
H 6.1271 -3.0487 -1.9123
H 6.0747 -1.5669 -3.9120
H 4.0183 -0.3288 -4.4554
H 1.4080 2.4348 -5.7315
H 0.1390 4.5641 -5.3204
H -1.3618 4.6690 -3.3226
H -1.5477 2.6492 -1.8784
H 3.2897 -3.0520 2.5466
H 5.2260 -1.8971 3.6500
H 5.9481 0.3132 2.7406
H 4.7362 1.2338 0.7775
O -2.0211 -1.4324 -3.8378
C -2.2334 -2.1282 -2.6258
C -3.1356 -1.3239 -1.7143
C -4.5236 -1.4581 -1.7631
C -5.3020 -0.6053 -0.9969
C -4.6731 0.3488 -0.2132
C -3.2834 0.3876 -0.2133
N -2.5464 -0.4243 -0.9455
H -1.2833 -0.8222 -3.7031
H -1.2832 -2.3341 -2.1216
H -2.7271 -3.0688 -2.9022
H -4.9796 -2.2047 -2.3994
H -6.3845 -0.6651 -1.0229
H -5.2438 1.0512 0.3785
H -2.7299 1.1079 0.3710
C -1.4445 -4.2107 2.3657
N -2.3951 -3.1190 2.3703
C -3.5949 -3.2996 1.5918
C -2.0760 -1.8727 2.8139
C -0.7127 -1.7502 3.4342
O -2.8780 -0.9522 2.7469
H -1.9323 -5.1012 1.9707
H -1.1114 -4.4364 3.3815
H -0.5719 -3.9611 1.7539
H -4.3523 -3.8539 2.1598
H -3.3743 -3.8378 0.6685
H -3.9876 -2.3163 1.3365
H -0.6232 -2.3871 4.3157
H -0.5233 -0.7141 3.7046
H 0.0273 -2.0662 2.6937
I -2.6427 7.0642 5.6215
C -1.7929 5.6330 4.2807
C -0.5033 5.8236 3.8336
C 0.0356 4.8968 2.9579
C -0.7073 3.8106 2.5225
C -2.0033 3.6510 2.9879
C -2.5531 4.5550 3.8806
C -0.1041 2.7873 1.5452
O 1.0782 2.4856 1.7431
O -0.8704 2.3802 0.6600
H 0.0745 6.6744 4.1658
H 1.0460 5.0143 2.6010
H -2.5789 2.8077 2.6421
H -3.5569 4.4182 4.2554

Entry 15:
14
Properties=species:S:1:pos:R:3 method="wB97M-V/def2-TZVPD" e_above_lowest_kcal_mol=42.4 homo_ev=-8.28 charge=0 gap_ev=9.23
C -0.0906 0.6698 0.3589
C -1.1240 -0.1269 0.1481
C 1.0309 -0.2549 0.3867
C -2.5817 -0.1150 -0.1641
C 2.3590 0.0507 -0.3546
S -0.0663 -1.6335 -0.1292
H 0.1072 1.7320 0.6130
H 1.3540 -0.5544 1.4461
H -2.7946 0.0013 -1.1796
H -3.0631 0.7658 0.3828
H -3.1335 -1.0945 0.2703
H 2.5662 -0.5455 -1.3905
H 3.2179 -0.0142 0.2363
H 2.2185 1.1193 -0.6242

Entry 16:
11
Properties=species:S:1:pos:R:3 method="wB97M-V/def2-TZVPD" e_above_lowest_kcal_mol=43.8 homo_ev=-9.89 charge=0 gap_ev=10.34
C 0.7875 -0.7888 -1.2832
C 0.0828 1.2298 -0.1502
N 0.3708 -0.2319 -0.2396
O -0.5805 0.1990 2.4019
O -1.5811 -1.6657 1.1990
S -0.3969 -1.0783 1.7612
H 0.7709 -0.2590 -2.2146
H 0.7026 -1.9547 -1.3489
H 0.6465 1.7473 -0.8859
H -1.0392 1.3140 -0.1310
H 0.2367 1.4883 0.8913

Entry 17:
28
Properties=species:S:1:pos:R:3 method="wB97M-V/def2-TZVPD" e_above_lowest_kcal_mol=66.0 smiles=C1N[C@@H]2C[C@@H]3C[C@H]1C[C@@H](C3)C2 homo_ev=-9.10 charge=0 gap_ev=9.92
C 1.6482 1.0745 -0.0580
N 2.1922 -0.2441 0.1729
C 1.0496 -1.1923 0.5926
C 0.1499 -1.8223 -0.5179
C -0.9003 -0.8091 -1.0739
C -0.1747 0.4626 -1.5917
C 0.3065 1.4521 -0.4815
C -0.6704 1.6928 0.6348
C -1.1047 0.2941 1.1909
C -1.8339 -0.3481 -0.0054
C 0.1455 -0.5730 1.6224
H 2.0117 1.7455 0.7408
H 2.2122 1.3071 -1.0094
H 2.3807 -0.5801 -0.9362
H 1.5430 -2.1257 1.0436
H 0.7383 -2.3530 -1.3975
H -0.4890 -2.5628 0.0447
H -1.4249 -1.2784 -1.8231
H -1.0035 0.9131 -2.1832
H 0.7620 0.1209 -2.2036
H 0.3184 2.3892 -1.0332
H -1.5234 2.3138 0.2949
H -0.0743 2.2088 1.3311
H -1.7601 0.3414 2.1016
H -2.5410 0.3573 -0.3624
H -2.2855 -1.2651 0.3137
H -0.2891 -1.4859 2.1211
H 0.6166 -0.0333 2.4719